1.
C12H28AgF2FeK5N5O24P4S2 as an isolated structure, computed with wB97M-V/def2-TZVPD.

Summary:
Max |F| in eV/A: 14.42
Total charge: -3
Spin multiplicity: 7
HOMO (spin up / spin down) in eV: 0.19 / -0.44
Energy in eV: -253776.732

Geometry (Å):
K -0.29533 0.63263 1.12012
K -3.75352 3.28475 3.03911
K -1.13240 4.64085 0.58152
K -3.45726 -0.37841 3.23999
K 2.93152 3.42278 2.22849
Fe 0.05036 1.94496 4.60179
Ag -4.77656 -0.20854 0.12312
P -3.00522 1.55437 5.94814
O -2.75571 0.28859 6.92261
O -2.71360 2.46255 7.20198
O -4.29441 1.57638 5.15066
O -1.77528 1.69085 5.01142
P -0.26866 4.24246 3.35460
O 0.18418 3.83329 4.76651
O -1.70840 4.85419 3.19316
O -0.37879 2.69966 2.97350
O 0.89933 4.82745 2.58245
P 1.77276 0.13106 3.71107
O 0.21499 0.11752 4.08342
O 1.81776 1.57815 4.14473
O 2.07977 0.08029 2.18420
O 2.56546 -0.74457 4.67577
P -3.03222 1.96082 -0.08781
O -4.21088 1.47678 -0.97568
O -3.19900 1.01684 1.00478
O -3.56378 3.37191 0.33614
O -1.58142 2.04336 -0.50047
N -3.93661 -2.16703 0.41448
S -2.54997 -2.62085 0.20203
O -2.08325 -3.57444 -0.74327
O -1.64534 -2.45583 1.35654
F -2.17922 -1.25336 -0.60190
S -4.39423 -3.79323 0.55757
O -3.93987 -4.62491 1.67796
O -4.67224 -4.61559 -0.62441
F -5.89800 -3.42310 1.04851
C 2.46163 3.10397 -1.53420
O 2.56272 3.67097 -0.43861
N 2.83049 3.58495 -2.73847
C 2.16696 3.17528 -3.94882
C 3.72534 4.72203 -2.96754
H 1.84694 2.19106 -1.56508
H 1.29372 2.56873 -3.70871
H 2.91369 2.56681 -4.45897
H 1.82682 4.01393 -4.55633
H 4.34521 4.63897 -3.86026
H 3.12170 5.60207 -3.18946
H 4.36101 5.00015 -2.12690
C 1.94709 -3.49451 2.93019
O 0.93010 -4.09599 2.92167
N 3.08528 -3.94589 2.45088
C 4.31166 -3.20247 2.65211
C 3.25184 -5.30735 1.93348
H 2.06523 -2.49351 3.37318
H 5.04171 -3.71371 3.27961
H 4.14854 -2.23219 3.12120
H 4.79694 -2.91233 1.72022
H 3.26406 -6.04497 2.73589
H 2.38570 -5.50599 1.30228
H 3.96845 -5.35617 1.11361
C -1.73310 2.12979 -4.40209
O -1.46780 3.07372 -5.16929
N -2.38510 1.05779 -4.93484
C -2.44493 -0.13700 -4.01294
C -3.00571 0.89008 -6.31480
H -1.32414 1.92367 -3.40085
H -1.89258 -0.10057 -3.07395
H -1.80366 -0.78552 -4.60983
H -3.45111 -0.53295 -3.87547
H -2.43100 0.21213 -6.94581
H -3.79708 0.14277 -6.25703
H -3.25814 1.84972 -6.76590
C 2.44881 -1.03371 -1.52540
O 2.06635 -0.12255 -2.26088
N 1.93143 -2.30291 -1.60743
C 2.02467 -3.33018 -0.52626
C 1.02024 -2.74924 -2.70373
H 2.89775 -0.93160 -0.52528
H 3.07900 -3.55603 -0.36658
H 1.70331 -4.32437 -0.83677
H 1.54170 -2.94083 0.36996
H 0.20966 -2.89031 -1.98878
H 0.81824 -2.18330 -3.61314
H 1.28543 -3.76509 -2.99671

Cartesian forces (eV/Å) of the 6 atoms listed first:
K 0.0 -0.2 0.7
K 0.5 -0.2 -0.2
K -0.4 -0.6 -0.2
K 0.7 0.3 0.3
K -0.7 -0.7 0.4
Fe -0.7 -0.6 0.6

Atom charges from the Löwdin analysis, given in e for atoms 1 to 4: atom 1 (K): 0.740, atom 2 (K): 0.819, atom 3 (K): 0.820, atom 4 (K): 0.792

---

2.
A 2-piece molecular cluster, C6H14OS2Si2 overall, computed with wB97M-V/def2-TZVPD.

Summary:
Max |F| in eV/A: 4.26
Energy relative to the best compared isomer or geometry (same formula, charge and spin) in kJ/mol: 217.5
HOMO in eV: -8.59
Energy in eV: -45922.342

Geometry (Å):
C -2.32593 -1.09463 -2.65511
C 6.14235 1.28222 0.00010
C -2.58651 -0.28082 -1.63803
C 5.53832 0.19150 0.45035
C -2.63312 -0.67896 1.52239
C -1.36751 1.70732 0.20331
O -0.36819 -1.03388 0.10752
Si -1.69368 -0.14273 0.03892
Si 0.80510 -2.05369 -0.26955
S 4.97019 -1.19106 -0.35610
S -0.40774 -3.75345 -1.02245
H -2.91854 -0.94228 -3.46337
H -1.55863 -1.95516 -2.66266
H 6.29227 2.25831 0.54637
H 6.82024 1.10301 -0.83631
H -3.43708 0.37504 -1.73017
H 4.90053 0.26102 1.41167
H -2.13009 -0.42886 2.51267
H -3.65976 -0.27223 1.53640
H -2.88219 -1.71220 1.48580
H -1.30406 1.95442 1.29129
H -0.44755 1.93108 -0.29986
H -2.16721 2.28074 -0.03578
H 5.97882 -1.17545 -1.34559
H -1.36096 -3.90351 -0.11853

Cartesian forces (eV/Å) of the 6 atoms listed first:
C 2.3 -1.4 2.1
C 1.9 0.4 0.4
C 0.8 -0.8 1.5
C -2.7 1.9 2.7
C -0.9 0.8 1.2
C 1.9 -2.4 2.5

Atom charges from the Löwdin analysis, given in e for atoms 1 to 4: atom 1 (C): -0.060, atom 2 (C): -0.108, atom 3 (C): -0.196, atom 4 (C): -0.719

---

3.
One molecule with the formula CH5NOS, computed with wB97M-V/def2-TZVPD.

Summary:
Max |F| in eV/A: 4.53
Energy relative to the best compared isomer or geometry (same formula, charge and spin) in kJ/mol: 258.9
HOMO in eV: -9.70
Energy in eV: -15488.436

Geometry (Å):
O 1.82109 0.73612 0.52199
C 0.64620 -0.21678 0.00930
N -0.80689 -0.59457 0.22733
S -1.98558 0.61170 -0.03662
H 1.63770 1.64223 0.14366
H 0.73733 -0.03868 -1.12052
H 1.17540 -1.03652 0.36404
H -0.84099 -1.18511 0.99697
H -2.38425 0.08160 -1.10616

Cartesian forces (eV/Å) of the 6 atoms listed first:
O -3.4 1.1 -0.5
C 0.7 0.7 -2.8
N 3.2 3.1 -1.0
S 0.9 0.6 2.4
H 0.3 -1.3 0.7
H -0.2 -0.4 1.7

Atom charges from the Löwdin analysis, given in e for atoms 1 to 4: atom 1 (O): -0.151, atom 2 (C): -0.228, atom 3 (N): -0.450, atom 4 (S): 0.742

---

4.
C8H22BrLi2O6 as an isolated structure, computed with wB97M-V/def2-TZVPD.

Summary:
Max |F| in eV/A: 2.33
Energy relative to the best compared isomer or geometry (same formula, charge and spin) in kJ/mol: 13.0
Spin multiplicity: 2
HOMO (spin up / spin down) in eV: -8.64 / -8.41
Energy in eV: -91389.197

Geometry (Å):
Li -3.10068 -12.11672 11.68812
Li -1.26965 -13.55067 10.41357
Br -4.84421 -11.50690 13.17156
C -4.27649 -15.26075 12.24453
C -2.74506 -15.24526 12.31009
O -2.17915 -13.97360 12.21510
H -4.64803 -15.26743 11.21983
H -4.82168 -14.51687 12.82550
H -4.58031 -16.22857 12.64342
H -2.38567 -15.85407 11.48045
H -2.47658 -15.83761 13.18480
C 0.32735 -10.30784 9.12567
C -0.95781 -11.08182 9.28882
O -1.56775 -11.47026 10.54131
H 1.17908 -10.81367 9.58041
H 0.17896 -9.23681 9.26346
H 0.66418 -10.21970 8.09276
H -0.83559 -11.94581 8.63562
H -1.73813 -10.47300 8.83218
C 1.21669 -10.40812 14.46051
C 1.13146 -10.69946 12.98729
O 0.09008 -11.60136 12.74395
O 1.77245 -11.54852 15.13606
H 0.20920 -10.13566 14.77488
H 1.89934 -9.56878 14.59312
H 2.09110 -11.06233 12.61917
H 0.73784 -9.78651 12.54039
H -0.26485 -11.48351 11.85979
H 2.50551 -11.36978 15.72957
C -6.18735 -11.53965 9.69143
C -5.15006 -12.41279 8.97897
O -4.30518 -12.86397 9.99623
O -6.88318 -12.38449 10.67836
H -6.92634 -11.16012 8.98577
H -5.54193 -10.81378 10.18604
H -4.48517 -11.93358 8.26038
H -5.59069 -13.25587 8.44685
H -4.80069 -13.56869 10.41982
H -6.50064 -12.13158 11.52176

Cartesian forces (eV/Å) of the 6 atoms listed first:
Li 0.3 0.9 -0.6
Li -0.3 1.5 0.4
Br 0.0 -0.2 0.0
C -0.9 -0.4 0.0
C 0.5 -0.2 -0.7
O -0.6 -0.8 0.1

Atom charges from the Löwdin analysis, given in e for atoms 1 to 4: atom 1 (Li): 0.465, atom 2 (Li): 0.757, atom 3 (Br): -0.148, atom 4 (C): -0.056

---

5.
C17H36N2O26S6 as an isolated structure, computed with wB97M-V/def2-TZVPD.

Summary:
Max |F| in eV/A: 2.24
HOMO in eV: -9.90
Energy in eV: -139433.734

Geometry (Å):
C -0.17666 4.63612 -4.69777
O -0.69859 4.55183 -5.78681
N 0.74194 5.63988 -4.43367
N -0.50583 3.85418 -3.62190
H 1.06772 5.82660 -3.50596
H 0.79434 6.27145 -5.21131
H 0.03663 3.94554 -2.78307
H -1.29585 3.24134 -3.65607
C 4.72134 0.49332 1.46680
C 3.93324 -0.60067 0.80379
O 4.71987 -1.78324 0.94172
S 5.29752 -1.74023 2.44446
O 6.50274 -2.44315 2.40637
O 4.27213 -2.15577 3.33869
O 5.45597 -0.14813 2.51996
H 4.03900 1.30692 1.71926
H 5.46702 0.95916 0.82146
H 3.72295 -0.42638 -0.24659
H 2.94029 -0.76200 1.22770
C 2.36885 1.95451 -3.52272
C 3.47831 2.71609 -4.24667
O 4.69408 2.17095 -3.72742
S 4.43002 1.42130 -2.33546
O 4.26284 2.38511 -1.30539
O 5.35367 0.37500 -2.16091
O 2.99011 0.86925 -2.84420
H 1.56474 1.57378 -4.14249
H 1.92116 2.65095 -2.81639
H 3.48292 3.78705 -4.05453
H 3.46466 2.56341 -5.32433
C 0.70741 0.73374 3.94931
C -0.75850 1.19745 3.74336
O -0.72198 2.60865 3.76765
S 0.73213 3.20300 4.05217
O 0.71329 4.14157 5.10129
O 1.46158 3.52651 2.88285
O 1.31731 1.82484 4.63599
H 1.13655 0.57148 2.95851
H 0.84386 -0.12456 4.59649
H -1.34453 0.77270 4.56152
H -1.11048 0.76818 2.80738
C -0.88553 -1.05083 -0.30162
C 0.32686 -1.48436 -1.12820
O 1.30177 -0.44585 -0.98063
S 0.72230 0.87221 -0.33408
O 0.22680 1.75387 -1.32613
O 1.62203 1.41009 0.60800
O -0.44827 0.11779 0.42116
H -1.26178 -1.78254 0.40097
H -1.67275 -0.69067 -0.96646
H 0.10796 -1.58820 -2.19109
H 0.80089 -2.40440 -0.81319
C -4.08840 -5.46045 -1.13324
C -3.13504 -6.51749 -1.67255
O -2.37938 -6.82523 -0.50745
S -2.02386 -5.45596 0.24320
O -0.70813 -5.04659 -0.05568
O -2.40124 -5.57413 1.60405
O -3.10716 -4.56322 -0.54059
H -4.72662 -5.85230 -0.34040
H -4.64666 -4.88605 -1.86364
H -2.55780 -5.99163 -2.43852
H -3.60157 -7.39335 -2.10879
C -1.78141 -3.22645 4.69253
C -0.67312 -2.93971 5.70797
O 0.54034 -2.71211 4.99898
S 0.41749 -3.22167 3.49551
O 0.74568 -4.58822 3.45919
O 0.99331 -2.32012 2.57950
O -1.15960 -2.97210 3.42041
H -2.61458 -2.53802 4.80104
H -2.13618 -4.25418 4.66349
H -0.56230 -3.70737 6.48455
H -0.81557 -2.11226 6.41203
C -3.97319 2.13012 -0.95918
C -3.62817 1.43796 -2.28182
C -4.57762 2.26455 -3.17233
O -4.56443 3.58963 -2.64773
C -3.90526 3.58280 -1.36822
H -3.30462 1.82185 -0.15136
H -5.00308 1.94509 -0.64475
H -3.93809 0.39730 -2.19151
H -2.59318 1.60220 -2.57403
H -5.56195 1.79548 -3.25026
H -4.17778 2.32440 -4.19009
H -4.34920 4.29096 -0.66998
H -2.86569 3.91142 -1.51213

Cartesian forces (eV/Å) of the 6 atoms listed first:
C -0.5 0.8 0.6
O -0.1 -0.4 -0.4
N -0.3 -1.2 -0.4
N 0.7 0.3 -0.1
H 0.0 0.4 -0.1
H 0.4 0.4 0.3

Atom charges from the Löwdin analysis, given in e for atoms 1 to 4: atom 1 (C): -0.677, atom 2 (O): 0.036, atom 3 (N): 0.143, atom 4 (N): 0.168

---

6.
C51H55CsIN3O2P2 as an isolated structure, computed with wB97M-V/def2-TZVPD.

Summary:
Max |F| in eV/A: 3.35
Energy relative to the best compared isomer or geometry (same formula, charge and spin) in kJ/mol: 0.0
Total charge: -2
HOMO in eV: -1.91
Energy in eV: -89573.859

Geometry (Å):
Cs 0.16295 -1.38007 -0.03862
O 0.62337 -0.95282 2.26530
C 1.77956 -1.15701 2.92378
C 2.72950 -2.22057 2.18027
C 3.51047 -1.64242 1.03259
C 4.89707 -1.49727 1.08616
C 5.55285 -0.93559 0.00559
C 4.81976 -0.52420 -1.09664
C 3.43873 -0.69015 -1.07963
C 2.56831 -0.21935 -2.21673
C 1.65020 -1.29869 -2.94369
O 0.40517 -1.26422 -2.44317
C 2.27757 -2.72820 -2.83480
C 3.61522 -3.01352 -3.12117
C 4.09429 -4.31545 -3.05997
C 3.24010 -5.35916 -2.71120
C 1.90799 -5.08776 -2.42581
C 1.43411 -3.78032 -2.49501
C 1.64290 -0.98690 -4.49050
C 0.42010 -1.11908 -5.14546
C 0.30055 -0.88797 -6.51172
C 1.40913 -0.50689 -7.26219
C 2.63493 -0.36761 -6.62354
C 2.74633 -0.60691 -5.25512
N 2.81574 -1.24368 -0.03481
C 1.44163 -1.71848 4.33805
C 1.16379 -0.85713 5.40295
C 0.73713 -1.34068 6.63392
C 0.56238 -2.70839 6.82840
C 0.80904 -3.57475 5.77103
C 1.24168 -3.08443 4.54185
C 2.63664 0.12757 3.08855
C 2.23759 1.28998 2.44461
C 2.99107 2.45867 2.54735
C 4.15663 2.47920 3.30463
C 4.56138 1.31936 3.96093
C 3.80566 0.15947 3.85099
H 2.06590 -3.01027 1.80578
H 3.42424 -2.65899 2.90124
H 5.43933 -1.81672 1.96717
H 6.63026 -0.81509 0.02254
H 5.30252 -0.07812 -1.95917
H 3.18251 0.34318 -2.92296
H 1.82945 0.46890 -1.79949
H 4.30201 -2.21363 -3.38239
H 5.14018 -4.51330 -3.27427
H 3.61740 -6.37317 -2.64498
H 1.23464 -5.87636 -2.10756
H 0.39759 -3.54490 -2.28193
H -0.42837 -1.39582 -4.52726
H -0.66565 -1.00080 -6.99368
H 1.31989 -0.31904 -8.32682
H 3.51118 -0.06981 -7.19029
H 3.72176 -0.49505 -4.79143
H 1.27576 0.21421 5.25706
H 0.52999 -0.64553 7.44189
H 0.23066 -3.09026 7.78759
H 0.64653 -4.64033 5.89172
H 1.37427 -3.77872 3.71776
H 1.31791 1.23535 1.86737
H 2.66759 3.36061 2.03882
H 4.74276 3.38817 3.38589
H 5.46655 1.32052 4.55993
H 4.12376 -0.73806 4.37556
C -4.43522 -0.85475 -1.30509
P -3.18990 -0.25377 -0.08332
C -3.78622 1.51524 0.04088
N -5.06031 1.79391 0.10245
C -5.42103 3.08966 0.29143
C -6.79571 3.42649 0.37062
C -7.16988 4.71569 0.60187
C -6.18929 5.73185 0.76315
C -4.86320 5.42979 0.68416
C -4.45200 4.09506 0.44050
N -3.12830 3.81038 0.32466
C -2.78694 2.57019 0.09784
P -0.98746 2.12423 -0.17008
C -0.24447 3.51322 0.79245
C -0.76881 2.73555 -1.94448
C 0.72379 3.05627 -2.10682
C -1.17432 1.56741 -2.85796
C -1.57000 3.97864 -2.32473
C -3.80944 -0.96183 1.54406
C -5.26595 -0.68748 1.90663
C -3.58349 -2.47375 1.42886
C -2.87788 -0.39344 2.62466
H -5.45011 -0.53135 -1.07113
H -4.38232 -1.94236 -1.34418
H -4.15122 -0.47583 -2.28914
H -7.52264 2.63202 0.25457
H -8.22095 4.96847 0.66877
H -6.50044 6.75298 0.94740
H -4.09603 6.18698 0.79650
H -0.66675 4.48588 0.54177
H 0.83061 3.51134 0.62416
H -0.41398 3.31183 1.85188
H 1.36992 2.36694 -1.56087
H 0.94558 4.06723 -1.75287
H 0.99814 2.99187 -3.16510
H -0.60642 0.64371 -2.66287
H -1.02077 1.84895 -3.90755
H -2.24139 1.33906 -2.72985
H -1.42367 4.80352 -1.62228
H -2.64076 3.77156 -2.38250
H -1.24165 4.31071 -3.31675
H -5.95607 -1.07304 1.14827
H -5.47758 0.37530 2.04719
H -5.48100 -1.20567 2.85016
H -4.26526 -2.93026 0.70786
H -3.75750 -2.94467 2.40058
H -2.56340 -2.72246 1.13544
H -2.98862 0.69562 2.71294
H -1.82703 -0.62227 2.42092
H -3.12615 -0.83457 3.59636
I -0.70863 -5.33163 0.64336

Cartesian forces (eV/Å) of the 6 atoms listed first:
Cs -3.1 -1.3 0.1
O 1.1 0.7 2.5
C 0.0 -0.1 0.4
C -0.2 0.2 0.0
C -0.1 0.0 0.0
C 0.0 0.0 0.0

Atom charges from the Löwdin analysis, given in e for atoms 1 to 4: atom 1 (Cs): 1.241, atom 2 (O): -0.569, atom 3 (C): -0.554, atom 4 (C): -0.064